Density functional theory data (ωB97M-V/def2-TZVPD) for C20H33N5O4SSr as an isolated structure.

Structure (ORCA input):
```
! RIJCOSX wB97M-V def2-TZVPD def2/J DEFGRID3
* xyz 0 1
Sr 0.41 0.81 -0.45
C 2.08 3.64 1.09
C 3.07 2.51 0.80
N 2.91 1.93 -0.55
C 3.17 2.84 -1.67
C 2.03 2.82 -2.69
N 0.72 3.02 -2.06
C 0.52 4.34 -1.46
C -0.04 4.25 -0.04
N 0.70 3.28 0.77
H 2.35 4.54 0.55
H 2.18 3.89 2.15
H 2.88 1.70 1.50
H 4.08 2.88 0.97
H 3.52 1.12 -0.61
H 4.10 2.58 -2.19
H 3.31 3.85 -1.29
H 2.01 1.83 -3.17
H 2.24 3.55 -3.48
H 0.00 2.82 -2.74
H -0.16 4.96 -2.06
H 1.47 4.88 -1.44
H -1.08 3.91 -0.08
H -0.05 5.25 0.40
H 0.17 3.06 1.61
C -1.15 -4.34 6.38
C -1.00 -3.24 5.37
C -1.96 -2.24 5.24
C -1.81 -1.23 4.30
C -0.69 -1.22 3.48
C 0.28 -2.21 3.59
C 0.12 -3.21 4.53
S -0.56 0.02 2.25
O -1.15 1.25 2.76
O 0.90 0.18 1.96
N -1.32 -0.42 0.96
C -1.04 -1.77 0.44
C 0.40 -2.14 -0.03
O 0.93 -3.10 0.53
O 0.90 -1.47 -1.01
H -2.07 -4.22 6.95
H -0.32 -4.34 7.09
H -1.17 -5.32 5.90
H -2.83 -2.25 5.88
H -2.55 -0.45 4.20
H 1.13 -2.21 2.92
H 0.86 -3.99 4.61
H -1.69 -1.90 -0.43
H -1.35 -2.55 1.14
C -3.05 -1.51 -4.73
C -1.66 -1.70 -4.11
C -1.67 -2.82 -3.07
C -0.61 -1.98 -5.18
C -1.27 -0.44 -3.43
N -0.94 0.51 -2.88
H -3.33 -2.44 -5.24
H -3.05 -0.70 -5.46
H -3.79 -1.29 -3.97
H -1.92 -3.75 -3.58
H -2.42 -2.64 -2.30
H -0.70 -2.92 -2.58
H -0.86 -2.92 -5.68
H 0.38 -2.09 -4.74
H -0.57 -1.19 -5.93
*
```

Summary:
* ΔE to the lowest compared entry with this formula, charge and spin: 0.00 kJ/mol
* M: 527.2 g mol⁻¹
* largest force on an atom: 0.83 eV Å⁻¹
* HOMO level: -7.5 eV
* E_LUMO: 0.2 eV